Below is C42H61BrClFN3O2Si2TeW as an isolated structure at a distorted geometry, with properties calculated with ωB97M-V/def2-TZVPD.

Properties
E_HOMO (alpha / beta) = -0.11212 / -0.11225 hartree
M = 1141.94 g/mol
Lowest unoccupied orbital energy (alpha / beta) = 1.1 / 1.1 eV
Kohn-Sham gap (alpha / beta) = 4.1 / 4.2 eV
DFT total energy = -163269.560 eV

Structure (ORCA input):
```
! RIJCOSX wB97M-V def2-TZVPD def2/J DEFGRID3
* xyz -1 1
W -0.69328 -0.48907 -0.16666
Cl 3.68954 -3.61772 -5.42899
C 2.47237 -2.96863 -4.36958
C 1.15862 -3.40902 -4.48282
C 0.19567 -2.88338 -3.63717
C 0.51654 -1.91442 -2.67955
O -0.40455 -1.40138 -1.89506
C 1.86095 -1.43648 -2.61173
C 2.23578 -0.37107 -1.76443
N 1.44110 0.27883 -0.93048
C 2.01469 1.32745 -0.24458
C 3.07366 2.11071 -0.74016
C 3.72036 3.03046 0.06197
C 3.39167 3.15945 1.39821
C 2.31660 2.43384 1.92997
C 1.93910 2.50251 3.28555
C 0.84498 1.78254 3.71698
C 0.10956 1.05473 2.80097
N 0.42723 0.95673 1.49524
C 1.55347 1.57870 1.07677
C 2.82911 -2.00294 -3.46036
H 0.89070 -4.14091 -5.22769
H -0.83189 -3.20879 -3.70428
H 3.29069 -0.09327 -1.81504
H 3.36875 2.00918 -1.77506
H 4.51126 3.63715 -0.35789
H 3.95353 3.81998 2.04338
H 2.51189 3.10754 3.97081
H 0.53384 1.79927 4.75062
H -0.78543 0.53765 3.12324
H 3.84951 -1.65585 -3.39821
C -1.24290 -7.55674 1.25489
C -1.98364 -6.33862 0.69217
C -3.23668 -6.10165 1.54975
C -2.41893 -6.67628 -0.74200
C -1.14221 -5.06565 0.69048
C -1.69901 -3.89013 0.16787
C -1.02338 -2.68279 0.19898
Br -3.23699 -0.72131 -1.02459
C 0.27887 -2.68304 0.75267
O 0.77616 -1.42116 0.73564
C 0.90963 -3.83347 1.23227
C 0.14232 -5.00568 1.20070
C 2.34014 -3.91480 1.75695
C 3.12701 -4.92297 0.90407
C 3.06731 -2.56948 1.70243
C 2.33531 -4.39089 3.21819
H -1.89156 -8.43257 1.21717
H -0.95660 -7.39583 2.29237
H -0.35107 -7.77502 0.67121
H -3.88866 -6.97566 1.52512
H -3.79627 -5.24440 1.18614
H -2.95540 -5.90670 2.58302
H -3.01161 -7.59184 -0.75066
H -1.54760 -6.82090 -1.37800
H -3.02043 -5.87680 -1.16516
H -2.69671 -3.91931 -0.26210
H 0.59572 -5.90262 1.59247
H 3.11067 -4.62801 -0.14334
H 2.70018 -5.92055 0.98242
H 4.16482 -4.97141 1.23402
H 3.10485 -2.18797 0.68425
H 4.08949 -2.68051 2.06910
H 2.55762 -1.83185 2.31834
H 1.90071 -5.38398 3.30942
H 1.75557 -3.70713 3.83505
H 3.35338 -4.42876 3.60702
F -1.67548 -0.55161 1.48927
C 0.74109 5.07689 0.17742
Si -1.02393 5.62695 0.65998
C -2.04578 6.01751 -0.91283
C -0.79249 7.28811 1.59898
C -1.89881 4.30613 1.65754
Te -1.85349 2.15948 0.38511
C -4.01639 2.55327 0.08752
Si -4.90613 1.99782 1.68551
C -4.21232 2.66585 3.34618
C -4.98535 0.10572 1.86142
C -6.69429 2.67982 1.51811
H 1.09572 5.54404 -0.73842
H 0.75970 4.00015 0.02868
H 1.45929 5.30783 0.95760
H -1.48557 6.59010 -1.64676
H -2.94069 6.58228 -0.67288
H -2.35725 5.08640 -1.37593
H -0.31695 8.03240 0.96852
H -0.16871 7.15415 2.47588
H -1.74142 7.69374 1.92965
H -2.92619 4.54704 1.88712
H -1.37215 4.05645 2.57349
H -4.36147 1.92970 -0.73451
H -4.18318 3.59989 -0.15224
H -3.14338 2.48190 3.40469
H -4.69130 2.15442 4.17784
H -4.37548 3.73072 3.48280
H -3.99037 -0.30621 1.99169
H -5.40509 -0.36115 0.97785
H -5.57761 -0.18743 2.72374
H -6.71698 3.75394 1.37058
H -7.26870 2.46138 2.41089
H -7.20941 2.22033 0.68129
C -0.81232 0.75846 -3.69924
C -1.12493 1.79371 -2.60054
C -0.10781 2.94622 -2.71760
C -2.52668 2.35260 -2.90697
N -1.05154 1.17028 -1.29479
H -0.95303 1.21286 -4.67912
H -1.48472 -0.09459 -3.61517
H 0.21639 0.41019 -3.62620
H -0.15394 3.38366 -3.71326
H 0.90225 2.58113 -2.53995
H -0.34413 3.71002 -1.97646
H -2.55468 2.76931 -3.91195
H -2.76392 3.13400 -2.18565
H -3.26775 1.56122 -2.83425
*
```